Density functional theory data (ωB97M-V/def2-TZVPD) for a cluster of 2 separate species, C3H12N2 in total at a distorted geometry.

For the gap between HOMO and LUMO, the calculation gives 0.3538 hartree. Its largest force on an atom is 4.4 eV/Å. The calculation puts the total energy at -230.94129 Ha. Its relative energy (zero: lowest compared OMol25 entry of this formula, charge and spin) is 131.38 kJ/mol.

Bonds (Å) are listed after each position.
Element x y z (Å)
1 H -2.615 1.374 1.146  N15 0.988
2 H -0.641 -0.767 1.802  C17 1.112
3 H 0.824 -1.121 -0.074  C13 1.119
4 H 2.663 0.126 -2.254  C7 1.102
5 H -3.175 -0.193 1.268  N15 1.099
6 H -1.931 -0.462 3.014  C17 1.129
7 C 1.643 -0.259 -2.418  H4 1.102, H8 1.098, H9 1.114, N10 1.472
8 H 1.408 -0.114 -3.480  C7 1.098
9 H 1.723 -1.363 -2.301  C7 1.114
10 N 0.865 0.487 -1.414  C7 1.472, H12 1.050, C13 1.486
11 H 2.191 0.221 0.145  C13 1.134
12 H -0.169 0.406 -1.582  N10 1.050
13 C 1.104 -0.037 -0.045  H3 1.119, N10 1.486, H11 1.134, H16 1.078
14 H -0.654 0.746 2.407  C17 1.054
15 N -2.310 0.441 1.027  H1 0.988, H5 1.099, C17 1.542
16 H 0.434 0.512 0.597  C13 1.078
17 C -1.359 0.003 2.159  H2 1.112, H6 1.129, H14 1.054, N15 1.542